Record 1
DFT (the ωB97M-V functional and the def2-TZVPD basis) results for a single C4H9NO2 molecule.

The geometry in XYZ format:
```
16
Properties=species:S:1:pos:R:3:forces:R:3
O 1.98460 -1.38003 -0.70179 0.1 -0.1 0.0
O 1.16310 0.38191 0.45696 0.2 0.0 -0.1
N 3.37552 0.33683 -0.20372 -0.3 0.0 0.1
C -0.13132 -0.24013 0.44748 -0.2 -0.1 0.0
C 2.22106 -0.17835 -0.14069 0.2 0.2 0.0
C -1.12180 0.63823 -0.29929 0.0 0.0 0.0
C -2.53573 0.06883 -0.22215 -0.1 0.0 0.0
H -1.10390 1.64234 0.13795 0.1 -0.1 -0.1
H -0.07268 -1.23922 0.00897 0.0 0.2 0.1
H -2.88904 -0.00030 0.81383 0.1 0.0 -0.1
H -0.80549 0.73327 -1.34617 0.0 0.0 0.2
H 2.85653 -1.66255 -1.02278 -0.2 0.0 0.0
H 3.39041 1.23110 0.27620 0.0 0.0 0.0
H -0.42393 -0.33275 1.49893 0.0 0.0 -0.1
H -3.24118 0.71332 -0.75394 0.1 -0.1 0.0
H -2.57753 -0.93089 -0.66982 -0.1 0.1 0.1
```
Forces are in eV/Å.

As for the charge: 0. For the gap between HOMO and LUMO, the calculation gives 10.6 eV. Its SMILES is [H]/N=C(/O)OCCC. For the energy above the lowest of the compared OMol25 structures with the same formula, charge and spin, the calculation gives 1.0814 eV.

Atomic partial charges in e from the Löwdin method, atoms 1 to 2:
1 O 0.0788
2 O 0.0045

***

Record 2
DFT (the ωB97M-V functional and the def2-TZVPD basis) results for a single C13H16N2O2S molecule at a distorted geometry.

The geometry in XYZ format:
```
34
Properties=species:S:1:pos:R:3:forces:R:3
S 0.38535 -0.72001 -3.18625 0.2 0.0 -0.4
O 4.19826 1.69148 3.68388 0.1 0.0 -0.3
O -1.13350 -0.30955 0.35880 0.0 0.0 0.1
N -2.02726 -0.92843 -2.23905 0.5 0.2 0.3
N 0.94496 0.09019 -0.50883 0.1 0.0 -0.4
C 3.32332 1.29028 2.71952 -0.1 0.0 -0.1
C 3.04951 0.78572 0.38133 -0.1 0.0 0.1
C -3.15530 -0.84673 -1.32941 -0.6 0.1 0.7
C -2.43838 -1.36888 -3.55906 -0.1 -0.3 -0.6
C -0.75863 -0.64311 -1.98110 -0.1 -0.3 -1.0
C 3.84745 1.18259 1.42895 0.0 0.0 0.2
C -3.87688 -1.83515 -3.37630 0.0 0.1 0.1
C -0.35099 -0.26824 -0.57564 0.2 0.2 0.5
C 1.70283 0.48401 0.59225 0.0 0.1 0.6
C 3.73055 1.81665 5.00443 -0.1 0.0 0.2
C -4.37345 -0.94100 -2.24362 0.1 -0.1 0.0
C 1.98242 0.98975 2.92923 0.4 0.1 0.2
C 1.17962 0.59039 1.87498 -0.1 -0.1 -0.2
H 3.46459 0.70494 -0.61279 0.1 0.0 -0.1
H 3.36781 0.86042 5.39532 0.0 0.0 0.0
H 1.43648 0.03080 -1.40386 -0.2 0.0 0.2
H -4.46122 -1.73043 -4.28732 0.0 -0.1 0.0
H -5.24005 -1.34901 -1.72882 0.0 0.1 0.0
H -2.36557 -0.52876 -4.25958 0.1 -0.1 0.0
H 4.58819 2.14236 5.59105 -0.1 0.0 0.0
H -3.12105 0.07720 -0.75208 0.0 -0.2 -0.1
H 1.54353 1.06103 3.91168 0.0 0.0 0.1
H -3.11758 -1.68189 -0.62243 0.0 0.1 0.0
H 0.14201 0.35836 2.04759 0.0 0.0 0.0
H 4.88875 1.41746 1.27679 0.1 0.0 0.0
H -4.62948 0.04629 -2.63027 0.0 0.0 0.0
H 2.93550 2.56557 5.08066 0.0 0.0 0.0
H -1.76519 -2.15382 -3.91405 0.0 0.1 0.0
H -3.89659 -2.88044 -3.06598 0.0 0.0 0.0
```
Forces are in eV/Å.

As for the charge: 0. For the gap between HOMO and LUMO, the calculation gives 7.9 eV. Its SMILES is COc1ccc(NC(=O)C(=S)N2CCCC2)cc1. For the energy above the lowest of the compared OMol25 structures with the same formula, charge and spin, the calculation gives 1.2606 eV.

Atomic partial charges in e from the Löwdin method, atoms 1 to 2:
1 S 0.7277
2 O -0.0883

***

> Look up the charge of the second one.

0

***

> gap between HOMO and LUMO of number 2 (C13H16N2O2S)?

7.9 eV

***

Please write out number 2 again, unchanged.
DFT (the ωB97M-V functional and the def2-TZVPD basis) results for a single C13H16N2O2S molecule at a distorted geometry.

The geometry in XYZ format:
```
34
Properties=species:S:1:pos:R:3:forces:R:3
S 0.38535 -0.72001 -3.18625 0.2 0.0 -0.4
O 4.19826 1.69148 3.68388 0.1 0.0 -0.3
O -1.13350 -0.30955 0.35880 0.0 0.0 0.1
N -2.02726 -0.92843 -2.23905 0.5 0.2 0.3
N 0.94496 0.09019 -0.50883 0.1 0.0 -0.4
C 3.32332 1.29028 2.71952 -0.1 0.0 -0.1
C 3.04951 0.78572 0.38133 -0.1 0.0 0.1
C -3.15530 -0.84673 -1.32941 -0.6 0.1 0.7
C -2.43838 -1.36888 -3.55906 -0.1 -0.3 -0.6
C -0.75863 -0.64311 -1.98110 -0.1 -0.3 -1.0
C 3.84745 1.18259 1.42895 0.0 0.0 0.2
C -3.87688 -1.83515 -3.37630 0.0 0.1 0.1
C -0.35099 -0.26824 -0.57564 0.2 0.2 0.5
C 1.70283 0.48401 0.59225 0.0 0.1 0.6
C 3.73055 1.81665 5.00443 -0.1 0.0 0.2
C -4.37345 -0.94100 -2.24362 0.1 -0.1 0.0
C 1.98242 0.98975 2.92923 0.4 0.1 0.2
C 1.17962 0.59039 1.87498 -0.1 -0.1 -0.2
H 3.46459 0.70494 -0.61279 0.1 0.0 -0.1
H 3.36781 0.86042 5.39532 0.0 0.0 0.0
H 1.43648 0.03080 -1.40386 -0.2 0.0 0.2
H -4.46122 -1.73043 -4.28732 0.0 -0.1 0.0
H -5.24005 -1.34901 -1.72882 0.0 0.1 0.0
H -2.36557 -0.52876 -4.25958 0.1 -0.1 0.0
H 4.58819 2.14236 5.59105 -0.1 0.0 0.0
H -3.12105 0.07720 -0.75208 0.0 -0.2 -0.1
H 1.54353 1.06103 3.91168 0.0 0.0 0.1
H -3.11758 -1.68189 -0.62243 0.0 0.1 0.0
H 0.14201 0.35836 2.04759 0.0 0.0 0.0
H 4.88875 1.41746 1.27679 0.1 0.0 0.0
H -4.62948 0.04629 -2.63027 0.0 0.0 0.0
H 2.93550 2.56557 5.08066 0.0 0.0 0.0
H -1.76519 -2.15382 -3.91405 0.0 0.1 0.0
H -3.89659 -2.88044 -3.06598 0.0 0.0 0.0
```
Forces are in eV/Å.

As for the charge: 0. For the gap between HOMO and LUMO, the calculation gives 7.9 eV. Its SMILES is COc1ccc(NC(=O)C(=S)N2CCCC2)cc1. For the energy above the lowest of the compared OMol25 structures with the same formula, charge and spin, the calculation gives 1.2606 eV.

Atomic partial charges in e from the Löwdin method, atoms 1 to 2:
1 S 0.7277
2 O -0.0883